Entry 1
Here is a 2-piece molecular cluster, C9H14 overall from OMol25. Energies are from the ωB97M-V functional and the def2-TZVPD basis.

As for the structure (SMILES): Cc1ccccc1.CC.

CARTESIAN COORDINATES (ANGSTROEM)
C (-2.7848, -2.4827, -2.1656)
C (-2.5527, -1.0908, -1.6229)
H (-3.8465, -2.5043, -2.4471)
H (-2.2683, -2.7397, -3.1032)
H (-2.6202, -3.2882, -1.4569)
H (-2.6120, -0.4061, -2.4938)
H (-3.3535, -0.7469, -0.9672)
H (-1.6022, -0.9958, -1.1037)
C (-0.4440, 1.9451, 1.4556)
C (3.2542, 0.0969, 0.5725)
C (2.1052, -0.5439, 0.2021)
C (3.2498, 1.3455, 1.2502)
C (0.8406, -0.0039, 0.5058)
C (2.0324, 1.9575, 1.2851)
C (0.8205, 1.2810, 1.0680)
H (4.2079, -0.4212, 0.5139)
H (2.1813, -1.5399, -0.2164)
H (4.0665, 1.6045, 1.9088)
H (-0.0795, -0.5601, 0.5614)
H (1.9313, 2.9883, 1.5961)
H (-1.1708, 1.6155, 0.6977)
H (-0.4277, 3.0222, 1.6349)
H (-0.9276, 1.4670, 2.3247)



Entry 2
Here is a 2-piece molecular cluster, C9H14 overall from OMol25. Energies are from the ωB97M-V functional and the def2-TZVPD basis.

As for the structure (SMILES): Cc1ccccc1.CC.

CARTESIAN COORDINATES (ANGSTROEM)
C (-0.6986, -0.5933, -1.6033)
C (1.9343, -2.3363, 0.4970)
C (1.9148, -1.5411, 1.6339)
C (1.0917, -2.0432, -0.5722)
C (0.2069, -0.9871, -0.4315)
C (1.0755, -0.4529, 1.7752)
C (0.1501, -0.2219, 0.7379)
H (2.6534, -3.1421, 0.4229)
H (2.6984, -1.5864, 2.3871)
H (1.0898, -2.6877, -1.4376)
H (1.2794, 0.3284, 2.4879)
H (-1.3702, 0.1682, -1.2135)
H (-1.0309, -1.5222, -2.0496)
H (-0.5303, 0.6152, 0.7852)
H (-0.1912, 0.0588, -2.3305)
C (-1.8181, 3.5263, -1.2223)
C (-2.4013, 2.8301, -0.0309)
H (-1.2714, 2.8218, -1.8395)
H (-2.4440, 4.1841, -1.8269)
H (-1.0627, 4.2772, -0.9374)
H (-3.1924, 3.3751, 0.4973)
H (-1.7054, 2.5053, 0.7417)
H (-2.9726, 1.9106, -0.2191)



Energy ordering: entry 2 at the bottom, the next structure 0.0058 hartree above.



Entry 1
Here is a 2-piece molecular cluster, C9H14 overall from OMol25. Energies are from the ωB97M-V functional and the def2-TZVPD basis.

As for the structure (SMILES): Cc1ccccc1.CC.

CARTESIAN COORDINATES (ANGSTROEM)
C (-2.0563, -2.1339, 1.4756)
C (-2.5435, -3.3280, 2.3301)
H (-1.1710, -2.4269, 0.9097)
H (-2.8172, -1.8186, 0.7504)
H (-1.8684, -1.2224, 2.0418)
H (-2.4741, -3.1424, 3.3958)
H (-2.0256, -4.2432, 2.0333)
H (-3.5562, -3.5733, 2.0194)
C (2.3777, 3.3555, -0.8081)
C (-0.4277, 0.8034, -0.5862)
C (0.1352, -0.2996, -1.2086)
C (0.3561, 1.9319, -0.3708)
C (1.6278, 2.0589, -0.9131)
C (1.4731, -0.2435, -1.5853)
C (2.1730, 0.9506, -1.5621)
H (-1.4860, 0.8377, -0.3466)
H (-0.4103, -1.2132, -1.3889)
H (-0.1353, 2.7787, 0.1062)
H (1.9316, -1.1717, -1.9197)
H (3.3612, 3.2541, -0.3455)
H (1.8008, 4.1024, -0.2675)
H (3.1799, 0.9960, -1.9517)
H (2.5552, 3.7473, -1.8081)



Entry 2
Here is a 2-piece molecular cluster, C9H14 overall from OMol25. Energies are from the ωB97M-V functional and the def2-TZVPD basis.

As for the structure (SMILES): Cc1ccccc1.CC.

CARTESIAN COORDINATES (ANGSTROEM)
C (-0.4989, 0.2514, -2.7832)
C (-0.2973, 1.6315, -3.1782)
H (-1.1247, -0.2323, -3.5581)
H (0.3815, -0.2579, -3.0690)
H (-0.7928, -0.1754, -1.8532)
H (-0.8235, 2.5147, -2.8791)
H (-0.1137, 1.8023, -4.3290)
H (0.5549, 1.8358, -2.4182)
C (2.3740, -0.5990, 1.1546)
C (0.1187, 0.5960, 1.0141)
C (0.8491, -0.5341, 1.3931)
C (-1.1981, 0.6623, 1.4838)
C (-1.8463, -0.3986, 2.2279)
C (0.2915, -1.5520, 2.0664)
C (-1.1292, -1.5706, 2.3422)
H (0.6826, 1.4383, 0.5380)
H (-1.9127, 1.5331, 1.2054)
H (2.5222, -1.1748, 0.1327)
H (2.8396, -1.0902, 2.0048)
H (-2.8989, -0.2387, 2.6421)
H (0.9501, -2.4098, 2.2373)
H (-1.6092, -2.4692, 2.6899)
H (2.6811, 0.4373, 0.9357)



Entry 3
Here is a 2-piece molecular cluster, C9H14 overall from OMol25. Energies are from the ωB97M-V functional and the def2-TZVPD basis.

As for the structure (SMILES): Cc1ccccc1.CC.

CARTESIAN COORDINATES (ANGSTROEM)
C (0.2080, 2.5094, -0.3310)
C (0.4555, 2.0981, -1.7629)
H (0.8371, 1.9256, 0.3631)
H (0.6390, 3.4999, -0.1398)
H (-0.8502, 2.4766, -0.1573)
H (0.4972, 1.0345, -1.9574)
H (1.3702, 2.5596, -2.1774)
H (-0.2052, 2.6226, -2.4742)
C (0.9220, -1.6716, 2.3930)
C (-1.3229, -0.8642, -1.1139)
C (-1.7512, -0.3630, 0.1574)
C (-0.1825, -1.5546, -1.2402)
C (-0.9802, -0.5950, 1.2575)
C (0.6165, -1.8640, -0.0883)
C (0.1651, -1.4456, 1.1270)
H (-1.7806, -0.5699, -2.0468)
H (-2.7411, 0.0573, 0.0552)
H (0.1883, -1.8866, -2.2056)
H (-1.1227, -0.0721, 2.2024)
H (1.5251, -2.4252, -0.1655)
H (1.6814, -0.9722, 2.7255)
H (1.5426, -2.6251, 2.3113)
H (0.2886, -1.8746, 3.2680)



Entry 4
Here is a 2-piece molecular cluster, C9H14 overall from OMol25. Energies are from the ωB97M-V functional and the def2-TZVPD basis.

As for the structure (SMILES): Cc1ccccc1.CC.

CARTESIAN COORDINATES (ANGSTROEM)
C (-2.9944, -1.2726, 1.7570)
C (-2.2257, -2.4746, 1.2420)
H (-3.5598, -0.7299, 1.0003)
H (-3.7113, -1.5607, 2.5271)
H (-2.3658, -0.5628, 2.3038)
H (-2.8609, -3.2531, 0.8272)
H (-1.5012, -2.1580, 0.4895)
H (-1.6521, -2.9213, 2.0518)
C (3.3227, 1.2817, -1.8134)
C (-0.3945, 0.8084, 0.2091)
C (-0.2773, 1.8112, -0.7604)
C (0.6327, -0.0744, 0.4603)
C (0.9086, 1.8938, -1.4683)
C (1.8392, 0.0380, -0.2407)
C (1.9688, 1.0213, -1.2166)
H (-1.3445, 0.7082, 0.7211)
H (-1.1941, 2.3106, -1.0446)
H (0.5132, -0.9721, 1.0576)
H (1.1112, 2.6734, -2.1962)
H (2.6623, -0.6151, 0.0163)
H (3.9527, 0.3929, -1.9131)
H (3.8544, 1.9854, -1.1910)
H (3.3160, 1.6698, -2.8187)



Energy ordering: entry 4 at the bottom, the next structure 0.0026 hartree above.



Entry 1
Here is a 2-piece molecular cluster, C9H14 overall from OMol25. Energies are from the ωB97M-V functional and the def2-TZVPD basis.

As for the structure (SMILES): Cc1ccccc1.CC.

CARTESIAN COORDINATES (ANGSTROEM)
C (-1.3163, -3.4596, -1.6259)
C (-1.1283, 0.5540, -0.1428)
C (-2.2590, 0.0977, -0.8027)
C (-0.0826, -0.3049, 0.1336)
C (-2.3182, -1.1869, -1.3039)
C (-0.1248, -1.5852, -0.4259)
C (-1.2300, -2.0566, -1.1154)
H (-1.0812, 1.5783, 0.2102)
H (-3.0982, 0.7588, -0.9809)
H (0.7209, -0.1361, 0.8288)
H (-3.1719, -1.6011, -1.8153)
H (0.7014, -2.2806, -0.3220)
H (-2.0934, -3.5708, -2.3640)
H (-1.4780, -4.1305, -0.7818)
H (-0.3951, -3.8711, -2.0453)
C (2.4026, 3.3847, 1.5221)
C (2.1935, 1.8777, 1.6118)
H (1.5459, 3.9552, 1.1586)
H (2.6244, 3.7980, 2.5059)
H (3.2216, 3.6456, 0.8714)
H (1.2445, 1.6198, 2.0702)
H (2.1153, 1.4531, 0.6125)
H (3.0068, 1.4604, 2.2011)



Entry 2
Here is a 2-piece molecular cluster, C9H14 overall from OMol25. Energies are from the ωB97M-V functional and the def2-TZVPD basis.

As for the structure (SMILES): Cc1ccccc1.CC.

CARTESIAN COORDINATES (ANGSTROEM)
C (-2.0900, 0.6967, -0.1446)
C (1.2386, 0.7739, -2.8597)
C (0.6486, 1.9742, -2.4693)
C (0.6968, -0.4277, -2.4499)
C (-0.4731, 1.9210, -1.6586)
C (-0.3675, -0.4807, -1.5535)
C (-0.9294, 0.7201, -1.1217)
H (2.0469, 0.7607, -3.5682)
H (0.9753, 2.9302, -2.8366)
H (1.1074, -1.3339, -2.8717)
H (-0.9172, 2.8384, -1.3346)
H (-0.6856, -1.3600, -1.0202)
H (-2.9930, 0.6139, -0.7420)
H (-2.0694, 1.5379, 0.5489)
H (-1.9355, -0.1346, 0.5143)
C (1.2203, -0.8099, 2.8806)
C (0.2368, -2.0180, 2.9709)
H (1.0676, -0.3002, 1.9362)
H (1.0694, -0.1447, 3.6930)
H (2.2461, -1.0585, 3.1656)
H (0.7602, -2.9334, 3.1298)
H (-0.4966, -1.7276, 3.7214)
H (-0.3568, -2.0378, 2.0699)



Entry 3
Here is a 2-piece molecular cluster, C9H14 overall from OMol25. Energies are from the ωB97M-V functional and the def2-TZVPD basis.

As for the structure (SMILES): Cc1ccccc1.CC.

CARTESIAN COORDINATES (ANGSTROEM)
C (1.8966, 1.0674, -0.8890)
C (2.9457, 0.0419, -0.4457)
H (1.7674, 1.7991, 0.0019)
H (2.1126, 1.5988, -1.7880)
H (0.9471, 0.6586, -1.1263)
H (2.9380, -0.0783, 0.7300)
H (4.0047, 0.2554, -0.6151)
H (2.5609, -0.9309, -0.9290)
C (-0.3965, -1.6199, -1.2084)
C (-1.4166, 0.5834, -0.5096)
C (-0.9932, -0.7019, -0.2025)
C (-1.9947, 1.4032, 0.4448)
C (-1.9925, 0.9234, 1.7637)
C (-1.3846, -1.1908, 0.9775)
C (-1.6040, -0.3752, 2.1430)
H (-1.2211, 0.9522, -1.5150)
H (-2.1408, 2.4989, 0.3813)
H (-1.3253, -2.1986, -1.4321)
H (0.3208, -2.2799, -0.6660)
H (-2.0593, 1.7584, 2.5990)
H (-1.5548, -2.3416, 1.1652)
H (-1.6193, -0.6988, 3.2253)
H (0.2090, -1.1248, -2.1050)



Entry 4
Here is a 2-piece molecular cluster, C9H14 overall from OMol25. Energies are from the ωB97M-V functional and the def2-TZVPD basis.

As for the structure (SMILES): Cc1ccccc1.CC.

CARTESIAN COORDINATES (ANGSTROEM)
C (-1.2863, 1.1572, 4.0909)
C (-0.5955, 1.0338, 2.7452)
H (-1.4719, 0.1579, 4.5033)
H (-0.6641, 1.6790, 4.8131)
H (-2.2979, 1.5567, 4.0106)
H (0.3880, 0.5633, 2.8327)
H (-1.1235, 0.5782, 1.9324)
H (-0.3216, 2.0291, 2.3757)
C (2.2919, -1.3821, -2.2561)
C (-0.4599, 1.0461, -1.4877)
C (-1.1906, 0.3921, -0.5007)
C (0.5743, 0.4020, -2.1410)
C (1.0433, -0.8135, -1.6444)
C (-0.7273, -0.8047, 0.0433)
C (0.3863, -1.3771, -0.5653)
H (-0.7110, 2.0838, -1.6716)
H (-2.0886, 0.8194, -0.0803)
H (1.0665, 0.9243, -2.9524)
H (-1.1891, -1.2995, 0.8785)
H (3.1256, -0.6891, -2.3364)
H (2.0795, -1.7969, -3.2467)
H (0.7953, -2.3384, -0.2643)
H (2.6502, -2.2604, -1.7112)



Energy ordering: entry 1 at the bottom, the next structure 0.0062 hartree above.